{"formula": "C22H31N9", "method": "ωB97M-V/def2-TZVPD", "symbols": ["C", "H", "H", "N", "C", "C", "C", "C", "H", "C", "N", "N", "N", "C", "H", "H", "H", "H", "C", "N", "H", "H", "N", "H", "H", "H", "C", "H", "H", "C", "H", "H", "N", "H", "H", "C", "C", "H", "H", "C", "C", "C", "N", "H", "H", "C", "C", "H", "H", "H", "H", "C", "C", "C", "H", "H", "N", "C", "H", "H", "H", "C"], "coordinates": [[-2.401, -0.664, -3.336], [0.144, 3.115, 4.681], [4.874, 0.240, -4.247], [1.800, -0.963, -4.021], [-4.391, -0.821, 3.198], [-0.803, 3.817, -0.386], [-1.050, -0.128, 0.134], [-2.889, -3.585, 0.200], [-1.476, 3.002, -0.653], [0.668, 1.147, 0.773], [-1.225, 0.180, 1.468], [-3.950, 0.213, 2.892], [4.371, 2.432, 0.652], [1.054, -2.963, 0.738], [-4.132, 0.398, -3.408], [0.665, 0.266, -1.254], [5.003, 5.625, 0.454], [3.292, 5.319, 0.197], [3.916, -0.259, -4.267], [1.064, -5.034, -0.882], [4.666, 5.226, -1.057], [-5.597, -1.969, 4.435], [-1.471, -1.090, -3.906], [0.337, -3.069, 1.552], [1.873, 2.642, 4.627], [-1.299, 4.746, -0.666], [-2.024, -4.723, -0.055], [-4.142, -0.990, -2.149], [-5.384, -2.699, 2.826], [-4.893, -2.137, 3.620], [-1.537, -4.820, -1.026], [-1.312, -4.693, 0.769], [0.558, 0.271, 6.092], [-1.793, -0.808, -0.256], [0.807, -0.943, -3.836], [0.214, 0.332, -0.275], [0.971, 2.676, 5.238], [-2.568, -5.660, 0.066], [2.283, 0.894, -3.187], [4.380, 3.593, 0.310], [-3.624, -0.153, -2.616], [2.460, -1.914, -4.765], [-3.611, -2.719, 0.468], [-2.055, -0.051, 1.995], [-0.565, 3.827, 0.677], [2.685, 0.049, -3.726], [0.743, 1.381, 5.770], [-0.102, 1.162, 2.904], [1.547, 1.767, 0.678], [2.058, -2.917, -4.759], [4.633, -1.918, -5.439], [4.294, 4.979, -0.063], [1.046, -4.125, -0.159], [-0.136, 0.893, 1.859], [2.092, -2.829, 1.042], [0.849, -2.009, 0.252], [1.160, 3.284, -2.055], [0.287, 3.513, -1.294], [-4.078, -2.785, 3.942], [-3.297, 0.489, -1.799], [1.230, 3.384, 6.026], [3.780, -1.429, -4.994]], "forces_ev_per_a": [[1.3341, -0.9052, -0.4008], [-0.0861, -0.3335, -0.1014], [-0.3633, 0.5251, 0.3361], [1.5598, 0.0543, -0.3706], [0.7984, 1.1378, -0.6664], [-0.5654, -0.2609, -0.6236], [0.3802, -0.8355, 0.3319], [-1.1244, 0.7887, -0.2655], [-0.5763, -0.0827, 0.6685], [1.0079, -0.7502, 0.5600], [0.9759, -0.2467, -1.6061], [-0.8924, -1.8053, 0.5927], [0.1295, 6.1661, -1.8094], [0.4968, 0.0724, -0.3522], [-0.6313, -0.0383, 0.5145], [-0.1941, -0.0579, -0.0025], [-0.0231, -0.3606, 0.9463], [-0.0511, 0.2125, -0.5407], [-0.1919, 0.9962, -0.1242], [-0.0146, 1.1947, 1.0808], [-0.9074, -0.6355, -0.5287], [0.0492, -0.1897, 0.0579], [-2.0527, 1.0577, 1.3457], [0.3273, -0.1176, 0.1512], [-0.1237, -0.0340, -0.3675], [0.1688, 0.0276, -0.0450], [-0.0058, -0.6143, 0.5856], [-0.2914, 0.0500, -0.4185], [-0.0682, 0.4507, -0.2120], [-0.0710, 0.1008, 0.0074], [0.0099, 0.7231, 0.1497], [0.3575, -0.2260, -0.3058], [0.4140, 2.4450, -0.4872], [0.2267, 0.0779, -0.5273], [0.0341, -0.1296, 0.0498], [-2.3081, 0.4049, -0.3508], [0.8862, 1.6564, -0.0725], [-0.3360, 0.1095, 0.1509], [0.4099, 0.1750, 0.0004], [0.2112, -6.6214, 1.8155], [1.7547, -0.3948, -0.7234], [1.2016, 0.4441, 0.0774], [0.8065, -0.8045, -0.2845], [0.1689, 0.1670, 0.1410], [0.2404, -0.2288, -0.1659], [-0.7279, 0.2173, 0.2626], [-0.9408, -3.6878, 0.8020], [0.2818, 0.4068, -0.1883], [0.1140, -0.1561, 0.5133], [-0.0514, 0.0853, -0.7342], [-0.3512, -0.3388, -0.1644], [0.5821, 1.1901, 0.1266], [-0.0037, -0.6745, -1.0612], [-0.5911, 0.9553, 1.0257], [-0.1058, -0.2063, 0.6462], [-0.3915, -0.2205, -0.4474], [-2.6321, 0.6158, 2.2552], [3.3885, -0.0327, -2.1185], [0.1435, 0.2775, 0.2144], [0.0026, 0.2422, -0.1873], [-0.1613, -0.0363, 0.2003], [-1.6270, -2.0016, 0.6442]], "spin_multiplicity": 2, "e_lumo_ev": [2.3, 2.5], "charge": -1, "gap_ha": [0.062, 0.294], "e_homo_ev": [0.614, -5.516], "s2": 0.750}


{"formula": "C22H31NO10P2", "method": "ωB97M-V/def2-TZVPD", "symbols": ["H", "H", "O", "H", "C", "C", "C", "C", "H", "H", "O", "C", "C", "O", "O", "H", "C", "C", "N", "C", "H", "P", "H", "H", "H", "H", "H", "H", "C", "O", "P", "C", "C", "H", "O", "C", "O", "H", "H", "H", "H", "H", "O", "H", "C", "C", "H", "H", "C", "H", "H", "O", "H", "H", "C", "H", "H", "C", "C", "H", "C", "H", "H", "C", "C", "O"], "coordinates": [[1.731, 0.679, 3.047], [4.904, -0.885, 4.107], [6.397, -0.976, -1.890], [-10.973, 4.718, 0.405], [4.124, -2.918, 0.422], [-8.702, 1.665, -2.309], [-2.357, -0.996, 1.634], [-5.971, 1.415, -0.104], [7.891, 2.178, -0.658], [-6.826, 0.845, 0.266], [-6.384, 2.471, -0.968], [7.333, 1.759, -4.495], [-1.168, -2.394, 3.479], [-7.458, 3.382, 0.952], [-4.094, -0.460, -0.087], [2.776, -2.736, -1.436], [0.051, -1.607, 3.284], [7.577, 1.188, -0.994], [-4.590, -1.688, 1.913], [-3.755, -2.688, 2.600], [6.330, 2.192, -4.510], [6.053, 0.089, -2.915], [6.803, -2.700, -3.597], [1.303, 0.993, 1.249], [-8.123, 0.743, -2.389], [-9.724, 1.470, -2.633], [-1.120, 0.561, 0.621], [-9.859, 3.889, 1.504], [0.044, -0.535, 2.246], [5.560, -1.099, -4.036], [-7.770, 3.362, -0.529], [2.194, -1.347, 0.182], [-1.127, -0.228, 1.417], [-8.262, 2.422, -2.961], [6.450, 1.361, -1.842], [4.384, -2.423, 1.784], [-8.724, 2.087, -0.945], [4.754, -3.729, -0.020], [3.324, 0.113, 4.094], [7.379, -1.625, -4.906], [3.329, -1.640, 4.543], [-10.609, 3.012, 0.137], [-9.124, 4.381, -0.372], [-5.394, 1.818, 0.730], [-3.760, -0.942, 0.953], [3.035, -2.389, -0.412], [7.302, 0.598, -0.120], [-4.768, -1.015, 2.678], [3.803, -0.868, 3.867], [0.986, -1.813, 3.864], [7.681, 1.636, -5.521], [7.351, 0.486, -3.847], [-5.329, 0.747, -0.674], [6.018, -2.714, -5.185], [3.538, -1.368, 2.401], [-1.198, -3.224, 4.219], [8.008, 2.438, -3.971], [1.416, 0.237, 2.070], [-10.189, 3.962, 0.467], [5.230, -2.911, 2.333], [2.446, -0.859, 1.558], [1.345, -0.945, -0.427], [8.407, 0.718, -1.524], [-2.326, -2.058, 2.662], [6.503, -2.079, -4.443], [-4.078, -3.753, 3.034]], "forces_ev_per_a": [[-0.3429, -0.1839, -1.0333], [-1.1666, 0.2681, -0.3545], [-1.1478, 0.4576, 0.0766], [0.1861, 0.1282, -0.2002], [-1.1141, 1.2102, 0.4985], [0.0248, -0.3092, -0.0451], [2.7530, -0.6484, 1.2936], [-0.1083, 0.0250, 0.4267], [-0.2438, 0.1061, -0.1967], [-0.0247, 0.1280, 0.0498], [-0.3356, 2.5877, -2.9991], [0.2758, 0.1928, 0.0205], [0.4562, 1.6476, -1.5052], [0.3806, 0.7792, -0.9710], [0.6619, -0.9864, 0.9550], [0.5848, 0.1348, 0.9602], [-2.5174, 0.5034, -1.7209], [0.2244, -0.4281, 0.4067], [-0.8212, -0.1994, -0.1793], [2.3427, 0.7332, 0.3926], [0.0947, 0.1031, -0.0723], [7.2469, -5.1189, 2.5047], [-0.0263, 0.2443, 0.1396], [0.1363, -0.4336, 1.0418], [0.0430, 0.0958, -0.0781], [0.0076, 0.0710, 0.0700], [0.2415, -0.7923, 0.9695], [0.2086, -0.0842, -0.1174], [-0.5350, -0.4420, 0.6614], [-2.8594, 2.1793, -0.2383], [-1.9324, -4.9764, 7.2653], [1.9810, -1.2022, 1.0509], [-0.3783, -1.5563, 1.2180], [-0.0384, -0.1220, -0.0913], [-2.8837, 1.8786, -1.7010], [-1.6491, 0.4542, -1.4554], [0.0265, 0.6194, -0.7525], [-0.4914, 0.8900, 0.6492], [0.6805, -0.7764, -0.2619], [0.0005, -0.0332, 0.0841], [0.4749, 0.8608, -0.4648], [0.0790, 0.0036, 0.0582], [1.8913, 1.6158, -2.7517], [-0.1671, 0.0114, 0.0391], [2.0797, -0.7331, 1.9086], [-0.1101, 1.3990, 2.8871], [0.0691, -0.0995, -0.1415], [-0.5593, -0.2725, -0.5569], [-0.3145, -1.2670, -0.4892], [-1.0902, 0.2549, -0.6565], [-0.0500, -0.0792, 0.0404], [-0.8736, 0.4782, -0.5200], [-0.5379, 0.7217, -0.3145], [-0.2154, 0.1884, 0.0220], [-0.0868, -0.7025, -2.3161], [-0.1045, 0.7607, -0.7068], [-0.1238, 0.0452, -0.0117], [-0.4262, -1.6424, -0.7516], [-0.4568, -0.4849, 0.1775], [-0.9312, 0.7301, -0.4214], [0.5226, -0.3732, -0.6048], [0.8406, -0.2774, 0.8253], [-0.0956, -0.0752, -0.0033], [0.1034, 1.0529, -1.2751], [0.5869, -0.0773, -0.3833], [-0.4453, 0.8168, -0.3502]], "e_lumo_ev": -3.0, "charge": 0, "gap_ha": 0.208, "smiles": "Cc1ccccc1Cc1ccc2c(c1)C(=O)NC2=O.COP(=O)(OC)OC.COP(=O)(OC)OC", "e_homo_ev": -8.685}


| no. | strongest force on any atom (hartree/bohr) | electronic energy (eV) |
| --- | --- | --- |
| 1 | 0.1336 | -36723.15243 |
| 2 | 0.1793 | -63851.02704 |